i) C5H9NO3 | wB97M-V/def2-TZVPD

Last column: Löwdin charge in e.
Geometry (Å):
C1 0.232 0.330 -1.893  -0.106
C2 1.110 0.177 -0.690  -0.122
C3 0.875 0.620 0.595  -0.367
O1 1.874 0.618 1.515  0.074
C4 -0.411 0.630 1.261  -0.159
O2 -1.527 1.169 0.609  -0.037
C5 -0.278 -1.180 0.707  -0.421
N1 -1.431 -1.443 0.023  0.160
O3 0.416 -1.967 1.291  0.076
H1 0.038 -0.647 -2.345  0.073
H2 0.722 0.946 -2.650  0.073
H3 -0.726 0.778 -1.647  0.060
H4 2.139 -0.097 -0.903  0.111
H5 2.652 0.170 1.159  0.120
H6 -0.375 0.739 2.342  0.146
H7 -1.407 2.119 0.490  0.113
H8 -1.868 -2.313 0.290  0.118
H9 -2.032 -0.650 -0.156  0.087

net charge = 0
frontier orbital gap = 8.083 eV
structure (SMILES) = C/C=C(/O)[C@@H](O)C(N)=O
multiplicity = 1
HOMO = -7.56 eV



ii) C5H9NO3 | wB97M-V/def2-TZVPD

Last column: Löwdin charge in e.
Geometry (Å):
C1 0.943 2.039 -0.916  -0.043
C2 0.222 1.092 0.172  -0.261
C3 1.122 0.183 1.048  -0.179
C4 -1.092 1.025 0.142  -0.185
C5 -1.967 -1.108 0.349  -0.153
H1 1.422 1.101 -1.703  0.141
H2 1.873 2.370 -0.326  0.088
H3 0.113 2.591 -1.393  0.060
H4 1.820 0.814 1.748  0.153
H5 0.725 -0.458 1.722  0.061
H6 1.834 -0.922 -0.770  0.185
H7 -1.957 1.171 -0.636  0.168
H8 -3.047 -1.576 0.452  0.185
H9 -0.058 -3.627 -0.223  0.351
N1 -1.001 -1.630 -0.242  -0.035
O1 2.141 -0.262 0.082  -0.198
O2 -1.535 0.122 1.077  -0.125
O3 -1.559 -2.925 -0.582  -0.213

net charge = 0
frontier orbital gap = 6.888 eV
multiplicity = 1
HOMO = -8.80 eV



iii) C5H9NO3 | wB97M-V/def2-TZVPD

Last column: Löwdin charge in e.
Geometry (Å):
C1 -1.821 0.877 -1.452  -0.048
C2 -0.977 0.086 -0.466  -0.280
C3 0.241 -0.637 -1.059  -0.141
N1 1.220 -0.662 0.030  0.007
C4 1.042 0.421 0.934  -0.395
O1 1.948 1.155 1.322  0.088
C5 -0.402 0.898 0.670  -0.269
O2 -0.947 1.755 1.316  0.155
H1 -1.239 1.701 -1.888  0.092
H2 -2.164 0.225 -2.266  0.085
H3 -2.704 1.296 -0.953  0.088
H4 -1.609 -0.669 0.036  0.167
H5 0.010 -1.656 -1.391  0.124
H6 0.654 -0.077 -1.909  0.128
H7 2.175 -0.920 -0.200  0.147
O3 1.196 -1.215 2.668  -0.138
H8 1.328 -1.691 1.635  0.158
H9 2.047 -0.886 2.974  0.031

net charge = 0
frontier orbital gap = 9.467 eV
structure (SMILES) = C[C@H]1CNC(=O)C1=O.O
multiplicity = 1
HOMO = -9.52 eV



What should be chosen as the most stable of them? Choose iii).



i) C5H9NO3 | wB97M-V/def2-TZVPD

Last column: Löwdin charge in e.
Geometry (Å):
C1 1.310 -0.411 -2.102  0.021
C2 0.309 -0.474 -1.266  -0.041
C3 -0.844 -0.376 -0.643  -0.239
N1 -1.985 -1.173 -0.901  0.100
C4 -0.752 0.136 0.776  -0.555
O1 -1.585 -0.510 1.654  0.084
O2 -0.980 1.485 0.812  0.092
O3 0.722 -0.203 1.129  -0.148
C5 1.703 0.806 1.095  -0.130
H1 1.356 0.341 -2.877  0.060
H2 2.093 -1.157 -2.106  0.058
H3 -2.164 -1.277 -1.893  0.092
H4 -2.816 -0.815 -0.457  0.085
H5 -1.192 -1.385 1.815  0.137
H6 -1.188 1.739 1.724  0.131
H7 1.590 1.478 0.242  0.081
H8 1.711 1.426 1.996  0.079
H9 2.711 0.370 1.001  0.095

net charge = 0
frontier orbital gap = 8.889 eV
structure (SMILES) = C=C=C(N)C(O)(O)OC
multiplicity = 1
HOMO = -8.14 eV



ii) C5H9NO3 | wB97M-V/def2-TZVPD

Last column: Löwdin charge in e.
Geometry (Å):
C1 -0.451 0.621 0.555  -0.438
C2 -0.083 -0.676 0.109  -0.183
C3 -0.958 0.155 -0.784  0.042
C4 2.061 1.015 -0.980  -0.113
C5 0.074 -2.115 0.375  -0.009
N1 1.476 0.392 0.180  0.002
O1 0.607 1.410 0.876  0.008
O2 -1.528 0.253 1.669  -0.090
O3 -2.841 0.753 1.380  -0.048
H1 -2.805 1.664 1.709  0.096
H2 -2.015 -0.081 -0.823  0.116
H3 -0.567 0.541 -1.719  0.097
H4 2.664 1.875 -0.677  0.089
H5 2.707 0.264 -1.438  0.088
H6 1.333 1.374 -1.722  0.070
H7 0.657 -2.278 1.278  0.089
H8 -0.906 -2.580 0.485  0.096
H9 0.574 -2.587 -0.474  0.088

net charge = 0
frontier orbital gap = 9.572 eV
multiplicity = 1
HOMO = -8.72 eV



What should be chosen as the most stable of them? Choose i).



i) C5H9NO3 | wB97M-V/def2-TZVPD

Last column: Löwdin charge in e.
Geometry (Å):
C1 -0.237 0.060 -0.170  -0.398
C2 0.978 -0.312 -1.058  -0.105
C3 -1.307 -0.991 0.079  -0.042
C4 -0.679 1.499 0.026  -0.051
C5 0.900 -0.124 1.368  -0.401
O1 1.661 -1.235 1.402  0.071
N1 -0.067 -0.018 -2.064  -0.081
O2 0.091 0.996 -2.763  -0.031
O3 0.798 0.553 2.361  0.084
H1 2.065 -1.285 2.294  0.137
H2 1.218 -1.373 -1.054  0.129
H3 1.792 0.411 -1.067  0.135
H4 0.166 2.180 -0.103  0.099
H5 -1.554 -1.072 1.140  0.092
H6 -0.992 -1.979 -0.266  0.091
H7 -2.227 -0.726 -0.448  0.091
H8 -1.469 1.761 -0.683  0.090
H9 -1.137 1.657 1.004  0.092

net charge = 0
frontier orbital gap (alpha / beta) = 8.751 / 8.750 eV
multiplicity = 1
HOMO (alpha / beta) = -9.01 / -9.01 eV



ii) C5H9NO3 | wB97M-V/def2-TZVPD

Last column: Löwdin charge in e.
Geometry (Å):
C1 0.999 -2.065 0.474  -0.063
N1 0.732 -0.923 1.313  0.045
C2 -0.418 -0.201 1.398  -0.590
O1 -0.580 0.647 2.266  0.080
O2 -1.384 -0.497 0.498  0.012
C3 -1.145 -0.115 -0.851  -0.116
C4 -0.041 0.887 -1.199  -0.396
C5 -0.152 2.276 -0.630  -0.002
O3 0.911 0.566 -1.914  0.073
H1 0.074 -2.554 0.163  0.094
H2 1.561 -1.730 -0.401  0.081
H3 1.611 -2.770 1.043  0.089
H4 1.425 -0.662 2.003  0.152
H5 -0.974 -1.027 -1.434  0.125
H6 -2.081 0.309 -1.234  0.138
H7 0.458 2.353 0.272  0.096
H8 0.197 2.998 -1.373  0.092
H9 -1.194 2.507 -0.393  0.091

net charge = 0
frontier orbital gap = 10.529 eV
structure (SMILES) = CNC(=O)OCC(C)=O
multiplicity = 1
HOMO = -9.90 eV



What should be chosen as the most stable of them? Choose ii).



i) C8H9NS | wB97M-V/def2-TZVPD

Last column: Löwdin charge in e.
Geometry (Å):
C1 -1.939 -0.645 0.994  0.090
C2 -1.040 -0.250 0.076  -0.413
C3 -1.006 -0.867 -1.249  -0.038
C4 -0.141 0.808 0.250  -0.364
C5 -0.434 2.030 0.686  0.118
C6 1.230 0.423 0.154  -0.571
N1 2.162 1.095 -0.481  0.051
C7 3.400 0.477 -0.502  -0.215
C8 3.467 -0.685 0.221  -0.365
S1 1.890 -1.015 0.879  1.047
H1 -2.592 -1.444 0.783  0.049
H2 -2.000 -0.411 2.016  0.054
H3 -0.751 -0.052 -1.828  0.062
H4 -2.070 -1.233 -1.508  0.132
H5 -0.182 -1.536 -1.250  0.071
H6 0.399 2.799 0.712  0.099
H7 -1.440 2.307 1.021  0.082
H8 4.291 0.762 -1.005  0.092
H9 4.136 -1.449 0.222  0.020

net charge = 0
frontier orbital gap = 9.357 eV
structure (SMILES) = C=C(C)C(=C)c1nccs1
multiplicity = 1
HOMO = -8.78 eV



ii) C8H9NS | wB97M-V/def2-TZVPD

Last column: Löwdin charge in e.
Geometry (Å):
C1 -1.310 2.904 -0.044  0.171
C2 -0.774 1.794 -0.040  -0.152
C3 0.421 -0.479 0.234  -0.406
C4 1.391 -1.457 2.466  -0.141
C5 1.938 -2.263 1.357  -0.143
C6 -2.292 1.442 -3.184  -0.582
C7 1.566 -0.837 1.140  -0.279
C8 -0.083 0.716 0.249  0.059
N1 -0.506 -1.287 -0.330  0.144
S1 -1.467 1.598 -4.544  0.623
H1 -1.482 3.908 -0.191  0.021
H2 0.309 -1.644 2.781  0.135
H3 2.122 -1.015 3.275  0.142
H4 2.981 -2.596 1.522  0.108
H5 1.201 -3.036 0.896  0.137
H6 -1.838 1.747 -2.296  -0.086
H7 -3.383 1.275 -3.198  0.017
H8 2.365 -0.159 0.811  0.148
H9 -1.159 -0.613 -0.901  0.085

net charge = 0
frontier orbital gap (alpha / beta) = 6.283 / 6.281 eV
multiplicity = 1
HOMO (alpha / beta) = -7.83 / -7.83 eV



What should be chosen as the most stable of them? Choose i).